No. 1
C10H40N20O10 | ωB97M-V/def2-TZVPD

```
80
Properties=species:S:1:pos:R:3:forces:R:3
C 4.906 -2.904 -1.309 0.8 1.0 -0.3
O 4.190 -2.173 -0.634 -0.3 -0.6 0.3
N 5.206 -2.557 -2.593 0.0 -0.3 -0.9
N 5.619 -3.953 -0.831 -0.4 -0.2 0.6
H 4.596 -1.899 -3.044 -0.1 0.1 0.2
H 5.622 -3.230 -3.216 0.0 0.0 0.1
H 5.524 -4.166 0.145 0.0 -0.2 -0.1
H 6.242 -4.513 -1.380 0.0 0.1 -0.1
C 3.126 4.333 -1.005 -0.1 -1.3 0.6
O 3.681 3.273 -1.248 0.2 0.2 -0.2
N 1.997 4.368 -0.253 -0.6 0.5 -0.3
N 3.626 5.552 -1.357 0.4 0.4 -0.1
H 1.563 5.254 -0.064 -0.1 -0.1 0.1
H 1.509 3.512 -0.025 0.1 0.1 0.2
H 4.517 5.478 -1.817 -0.1 0.2 -0.3
H 2.985 6.258 -1.673 0.1 0.1 0.0
C -2.268 3.427 -2.143 0.5 -0.3 0.7
O -3.364 3.473 -1.628 -0.3 0.1 -0.2
N -2.017 3.571 -3.480 0.1 0.2 0.6
N -1.131 3.196 -1.390 -0.8 0.3 -0.5
H -2.809 3.511 -4.090 0.2 0.0 -0.3
H -1.071 3.376 -3.750 -0.2 -0.1 -0.7
H -0.209 3.252 -1.780 0.1 -0.1 0.3
H -1.306 3.102 -0.408 0.4 0.0 0.1
C -4.141 1.117 3.530 0.4 0.1 0.8
O -4.558 1.987 2.789 0.0 0.2 -0.1
N -4.548 1.000 4.825 0.0 -0.3 -0.3
N -3.101 0.296 3.152 -0.4 1.5 -0.5
H -4.228 0.218 5.363 -0.1 0.2 0.4
H -5.097 1.755 5.188 -0.2 -0.2 0.2
H -2.947 -0.636 3.490 -0.1 -0.1 -0.3
H -2.965 0.596 2.194 0.6 -1.3 -0.2
C -3.413 -3.311 2.233 0.4 -0.6 -0.5
O -3.390 -4.155 3.112 -0.3 0.1 0.4
N -4.358 -2.337 2.089 -0.2 0.2 0.1
N -2.464 -3.250 1.254 0.2 0.6 -0.5
H -4.391 -1.806 1.234 -0.1 0.2 0.0
H -5.136 -2.283 2.717 0.0 -0.2 0.1
H -1.768 -3.955 1.103 -0.1 -0.2 0.4
H -2.460 -2.498 0.583 0.0 -0.1 -0.1
C 1.467 -4.211 -3.102 0.4 -0.9 0.7
O 1.141 -5.131 -2.368 -0.3 0.2 -0.2
N 2.052 -4.455 -4.316 0.3 0.6 -0.8
N 1.340 -2.906 -2.759 0.0 0.3 0.1
H 2.453 -3.701 -4.844 -0.1 0.0 -0.1
H 2.286 -5.383 -4.609 -0.1 -0.2 0.3
H 0.866 -2.674 -1.891 -0.2 -0.1 -0.2
H 1.799 -2.166 -3.256 -0.1 0.0 -0.1
C -0.191 2.817 2.179 -0.6 0.4 1.5
O 0.493 2.377 1.262 0.4 0.2 -0.5
N -0.807 4.036 2.196 -0.1 -0.1 -0.4
N -0.362 2.121 3.338 0.4 -0.4 -0.2
H -0.551 4.771 1.565 -0.1 -0.2 -0.3
H -1.475 4.263 2.910 0.1 0.0 0.1
H -1.169 2.190 3.932 0.0 0.1 0.0
H 0.237 1.321 3.452 -0.3 -0.2 -0.1
C -0.269 -0.787 -0.441 0.2 0.7 0.2
O -0.674 -1.819 -0.966 0.2 -0.2 0.0
N -1.095 0.231 -0.080 0.0 -0.3 0.1
N 1.041 -0.471 -0.216 0.3 -0.2 -0.1
H -0.670 0.976 0.442 -0.2 0.2 0.1
H -2.093 0.063 -0.044 -0.1 0.0 0.1
H 1.810 -1.098 -0.383 -0.2 -0.3 0.0
H 1.258 0.372 0.288 -0.1 0.1 -0.1
C -4.195 -0.384 -1.428 0.1 -0.8 -0.7
O -3.929 -0.422 -0.229 0.2 0.1 0.1
N -5.452 -0.633 -1.882 -0.3 0.1 0.3
N -3.266 -0.231 -2.418 -0.7 0.5 1.0
H -5.749 -0.432 -2.817 0.0 0.0 0.0
H -6.133 -0.912 -1.200 -0.1 0.2 0.0
H -2.312 -0.307 -2.105 0.2 -0.1 -0.6
H -3.595 -0.383 -3.350 0.6 -0.1 -0.2
C 4.283 -0.940 2.677 -1.4 -0.4 0.9
O 4.138 -0.647 3.854 0.4 0.2 -0.1
N 3.591 -0.347 1.666 0.7 -0.2 -0.6
N 5.035 -1.995 2.240 0.7 -0.3 -0.3
H 3.857 -0.645 0.741 -0.4 0.3 -0.2
H 2.823 0.273 1.817 0.2 0.2 0.3
H 5.451 -2.608 2.917 -0.1 0.2 0.3
H 4.801 -2.401 1.345 0.0 0.2 0.1
```
Positions in Å, forces in eV/Å.

Values from the calculation:
E = -61306.687 eV
structure (SMILES) = NC(N)=O.NC(N)=O.NC(N)=O.NC(N)=O.NC(N)=O.NC(N)=O.NC(N)=O.NC(N)=O.NC(N)=O.NC(N)=O
energy above the lowest of the compared OMol25 structures with the same formula, charge and spin = 24.9 kcal per mole

No. 2
C10H40O10 | ωB97M-V/def2-TZVPD

```
60
Properties=species:S:1:pos:R:3:forces:R:3
C 3.879 -13.034 15.578 0.5 1.0 -1.0
O 3.623 -14.205 14.820 0.8 0.0 1.0
H 4.786 -13.059 16.183 -0.2 -0.7 0.2
H 4.032 -12.156 14.951 0.1 -0.1 -0.6
H 3.008 -12.677 16.127 0.9 -1.5 -0.7
H 4.199 -14.126 14.057 0.2 -0.2 0.3
C 2.125 -14.362 12.789 1.4 -2.3 0.3
O 1.856 -14.239 11.383 -1.4 -6.2 -0.7
H 3.190 -14.167 12.913 -0.9 0.7 -0.5
H 1.496 -13.674 13.355 0.5 -0.7 -0.2
H 2.086 -15.398 13.124 -0.9 0.0 0.1
H 2.449 -14.856 10.948 0.0 0.1 -0.3
C -1.775 -11.196 15.310 -0.7 -1.1 -2.2
O -0.654 -10.656 15.939 -1.8 1.7 -0.2
H -2.676 -11.319 15.911 0.0 0.7 0.2
H -1.864 -10.656 14.367 -0.9 0.4 0.2
H -1.603 -12.194 14.909 0.6 -0.2 0.5
H -0.984 -9.840 16.322 0.5 0.4 0.1
C -0.908 -13.065 12.251 -0.5 0.4 -0.4
O -1.797 -11.923 12.074 1.0 -0.5 -0.2
H -1.454 -13.993 12.082 0.1 -0.1 0.4
H -0.067 -13.054 11.557 -0.8 0.4 -0.7
H -0.337 -12.979 13.176 -1.1 -0.6 0.4
H -2.589 -12.042 12.603 0.1 -0.3 0.0
C 3.579 -11.836 17.879 0.9 0.4 -0.8
O 3.259 -11.007 18.974 0.1 -0.7 0.2
H 3.424 -12.913 17.815 -0.4 -0.2 1.8
H 3.108 -11.542 16.941 0.4 0.5 1.4
H 4.638 -11.721 17.648 0.2 0.2 0.5
H 2.403 -11.239 19.343 -0.2 -0.1 -0.1
C -1.424 -11.618 18.570 0.2 0.2 -0.5
O -0.818 -11.399 19.829 -0.1 -0.2 0.2
H -1.433 -12.677 18.312 0.2 -0.2 0.2
H -2.461 -11.307 18.438 -0.2 0.3 0.6
H -0.855 -11.099 17.799 -0.1 -0.3 0.7
H -1.339 -10.825 20.395 -0.1 0.0 -0.2
C 2.754 -9.552 16.275 -0.8 0.2 0.6
O 2.539 -10.416 15.210 1.9 2.5 -1.6
H 2.527 -10.137 17.166 0.4 1.1 0.3
H 3.779 -9.181 16.292 -0.2 0.2 0.1
H 1.982 -8.784 16.302 0.3 0.9 -0.3
H 1.872 -10.976 15.614 -0.1 -0.7 -1.0
C 0.828 -13.066 15.700 0.1 -1.9 -0.6
O 1.224 -11.910 16.267 -0.4 -0.3 3.0
H 1.751 -13.643 15.753 -1.2 -1.2 -0.5
H -0.008 -13.457 16.279 0.6 -0.1 -0.4
H 0.519 -12.883 14.671 0.0 -0.4 0.1
H 0.392 -11.436 16.343 0.0 0.8 0.6
C 1.662 -11.427 12.725 0.9 -0.6 -0.7
O 2.248 -12.195 11.691 0.5 4.5 0.3
H 1.950 -10.391 12.546 -0.4 0.0 0.5
H 0.592 -11.632 12.724 0.1 1.2 0.1
H 2.069 -11.812 13.660 0.0 0.6 0.1
H 1.937 -13.100 11.766 0.4 2.8 -1.3
C -0.623 -15.503 16.976 -0.1 -0.4 1.1
O -0.053 -16.263 15.934 0.0 0.2 0.0
H -1.051 -14.578 16.589 -0.5 -0.8 0.0
H -1.317 -16.089 17.579 -0.7 0.0 -0.4
H 0.090 -15.217 17.749 0.6 0.3 -0.2
H 0.409 -16.991 16.357 0.1 -0.1 -0.2
```
Positions in Å, forces in eV/Å.

Values from the calculation:
E = -31481.409 eV
energy above the lowest of the compared OMol25 structures with the same formula, charge and spin = 270.7 kcal per mole

No. 3
C10H40O10 | ωB97M-V/def2-TZVPD

```
60
Properties=species:S:1:pos:R:3:forces:R:3
C -3.826 -0.154 1.080 -0.3 -0.5 -0.9
O -4.444 0.775 1.932 -0.1 0.5 0.5
H -4.187 -0.119 0.052 0.1 0.5 -0.2
H -2.751 0.024 1.079 0.0 -0.1 0.1
H -4.060 -1.188 1.334 0.2 -0.1 0.6
H -5.286 1.078 1.586 0.0 -0.2 -0.1
C 2.249 1.748 -3.096 -0.4 0.6 -0.5
O 2.403 0.414 -2.802 0.3 -1.0 -0.1
H 2.931 2.359 -2.505 0.2 0.4 -0.3
H 2.365 1.844 -4.176 0.5 0.5 0.0
H 1.236 2.102 -2.902 -0.3 0.1 0.2
H 1.807 0.193 -2.082 0.0 -0.6 0.4
C 3.430 -2.968 0.614 -0.6 -0.3 0.8
O 4.637 -3.648 0.342 0.3 0.3 -0.3
H 2.570 -3.471 0.174 -0.1 0.2 -0.4
H 3.228 -2.971 1.685 0.1 0.0 0.3
H 3.436 -1.913 0.341 0.4 -0.2 -0.5
H 4.468 -4.593 0.335 0.0 0.1 0.0
C -1.625 3.208 2.123 0.1 0.0 -0.4
O -0.586 3.177 1.120 -0.5 0.0 0.5
H -1.341 2.502 2.904 0.1 0.2 0.0
H -1.804 4.197 2.545 0.5 0.1 0.1
H -2.599 2.903 1.740 0.1 -0.3 -0.3
H -0.589 3.988 0.607 -0.1 0.1 0.1
C 0.796 -1.724 3.488 -0.5 -1.3 -1.1
O 1.480 -1.771 4.691 0.5 0.6 1.3
H -0.075 -2.373 3.571 -0.4 -0.1 -0.3
H 0.423 -0.762 3.138 0.6 0.3 0.5
H 1.478 -2.184 2.773 -0.4 0.4 -0.9
H 1.881 -2.643 4.677 0.2 0.1 0.5
C 3.993 1.479 0.769 -0.3 0.3 -0.2
O 5.239 1.845 1.372 -0.6 -0.3 -0.3
H 4.112 0.958 -0.181 0.2 -0.3 0.0
H 3.371 0.874 1.429 0.5 -0.1 0.2
H 3.393 2.359 0.536 -0.1 0.3 0.1
H 5.730 2.257 0.656 0.3 0.1 0.1
C 0.467 0.503 0.101 0.4 -0.1 0.4
O 1.098 -0.493 -0.696 -0.3 0.4 0.1
H -0.141 0.010 0.860 -0.1 0.2 0.2
H 1.267 1.075 0.569 -0.2 0.1 0.2
H -0.158 1.219 -0.433 0.0 -0.2 -0.4
H 0.615 -1.317 -0.602 -0.1 -0.4 -0.3
C -3.178 2.810 -1.321 -0.4 1.1 0.6
O -4.198 2.096 -1.985 -0.1 -0.4 -0.3
H -3.457 2.975 -0.280 0.3 -0.5 0.3
H -2.218 2.300 -1.399 -0.3 0.0 -0.1
H -3.136 3.830 -1.704 0.5 0.0 -0.5
H -5.050 2.484 -1.774 0.0 0.0 0.0
C 0.073 -4.038 -1.741 1.2 -0.1 -2.2
O -0.181 -3.009 -0.883 -0.9 1.0 2.7
H -0.772 -4.089 -2.428 0.3 -0.6 -0.4
H 0.967 -3.641 -2.221 -0.1 -0.5 -0.9
H 0.384 -5.016 -1.374 -0.5 0.0 0.7
H -0.988 -3.206 -0.402 -0.1 0.2 0.2
C -2.181 -0.534 -2.162 1.1 -0.4 0.2
O -3.495 -0.473 -2.568 -0.8 -0.4 -0.5
H -1.550 0.240 -2.599 0.1 0.3 -0.1
H -2.107 -0.458 -1.077 0.3 0.0 0.3
H -1.741 -1.481 -2.474 -0.1 -0.1 0.1
H -3.802 0.411 -2.353 -0.4 0.3 -0.1
```
Positions in Å, forces in eV/Å.

Values from the calculation:
E = -31488.287 eV
structure (SMILES) = CO.CO.CO.CO.CO.CO.CO.CO.CO.CO
energy above the lowest of the compared OMol25 structures with the same formula, charge and spin = 112.1 kcal per mole

No. 4
C10H43NO12 | ωB97M-V/def2-TZVPD

```
66
Properties=species:S:1:pos:R:3:forces:R:3
C -0.271 0.513 1.975 1.7 -1.2 -0.6
O -0.685 1.695 1.391 -0.8 1.1 -0.3
H -0.052 0.545 3.042 -0.1 0.4 0.3
H -0.845 -0.399 1.812 -0.5 0.3 -0.3
H 0.678 0.412 1.448 0.4 -0.8 0.5
H -1.599 1.899 1.602 -0.7 0.1 0.1
O 1.934 3.074 0.084 -0.2 0.4 -0.4
H 2.524 2.378 0.373 0.3 -0.3 0.2
H 1.137 2.941 0.597 -0.2 0.0 0.1
O 1.580 -1.912 3.810 0.0 -0.2 0.0
H 0.708 -1.586 4.035 -0.3 0.0 -0.1
H 2.181 -1.288 4.217 0.3 0.2 0.0
O 0.816 3.278 3.320 0.6 0.3 0.4
H 0.601 2.793 4.117 -0.1 0.0 0.1
H 0.420 2.766 2.614 -0.4 -0.2 -0.4
O 3.492 1.020 1.316 -0.1 -0.1 0.0
H 3.971 1.252 2.111 0.1 0.2 0.2
H 3.930 0.233 0.993 0.1 -0.3 -0.2
O -3.540 2.163 2.136 -0.1 -0.1 -0.8
H -4.076 1.384 2.289 -0.2 -0.3 0.0
H -3.141 2.349 2.986 0.3 0.2 0.8
O -1.678 2.439 -1.671 -0.1 -0.1 -0.4
H -1.808 3.387 -1.680 0.0 0.3 0.0
H -1.002 2.296 -1.008 0.3 -0.2 0.3
O -2.749 -1.567 3.591 0.0 0.1 -0.3
H -2.856 -1.017 4.367 0.0 0.2 0.2
H -2.345 -2.370 3.919 0.0 -0.3 0.0
O -1.455 0.265 5.722 0.0 -0.3 0.0
H -0.537 0.008 5.807 0.3 -0.2 0.0
H -1.737 0.450 6.617 -0.2 0.0 0.4
O -4.208 1.781 -0.652 -0.8 -0.3 -0.1
H -3.862 1.647 0.230 0.1 0.2 0.1
H -3.431 1.867 -1.204 0.5 0.0 -0.2
O -2.074 2.418 4.333 -0.1 0.7 -0.2
H -2.168 3.040 5.055 -0.1 0.4 0.0
H -1.718 1.629 4.741 0.1 -0.6 0.2
C 1.079 0.724 -2.608 0.0 -0.4 -0.4
C 1.765 -0.531 -3.203 -0.5 1.0 1.9
C 2.466 -1.249 -2.021 0.1 -0.5 0.6
C 1.575 -2.087 -1.026 0.1 0.1 -1.7
C 0.652 -3.051 -1.815 -0.3 1.4 -0.3
C -0.209 -2.320 -2.944 1.5 -0.7 0.9
N 0.743 -1.446 -3.752 1.3 -2.5 1.3
O 0.241 -1.085 -4.964 -0.4 0.7 -0.9
C -0.809 -3.469 -3.802 0.0 0.6 -0.7
C -1.333 -1.560 -2.264 0.1 1.0 -0.1
C 2.851 0.024 -4.171 -0.7 -1.8 -0.3
H 0.355 1.068 -3.346 -0.4 0.3 0.3
H 0.620 0.412 -1.670 -0.3 0.5 -0.1
H 1.772 1.548 -2.436 0.0 -0.1 0.2
H 3.299 -1.786 -2.475 0.0 -0.6 0.3
H 2.907 -0.505 -1.357 0.3 0.4 -0.3
H 2.147 -2.645 -0.284 0.4 -0.1 -0.3
H 1.059 -1.353 -0.407 -0.6 -0.1 -0.2
H -0.044 -3.521 -1.119 -0.1 -0.1 -0.1
H 1.227 -3.835 -2.308 0.2 0.0 0.1
H -1.250 -4.277 -3.217 0.2 0.2 0.5
H -0.093 -3.930 -4.482 0.3 0.2 0.2
H -1.616 -3.111 -4.441 0.0 0.2 0.0
H -2.105 -2.218 -1.867 0.0 0.0 -0.1
H -1.752 -0.815 -2.941 -0.5 -0.3 -0.3
H -0.967 -0.913 -1.467 0.1 -0.3 0.3
H 3.408 -0.842 -4.528 0.2 0.0 -0.3
H 2.388 0.497 -5.037 0.1 0.2 0.1
H 3.561 0.684 -3.672 -0.4 0.1 0.2
H -0.072 -0.191 -4.811 -0.6 0.5 -0.5
```
Positions in Å, forces in eV/Å.

Values from the calculation:
E = -37125.770 eV
structure (SMILES) = CC1(C)CCCC(C)(C)N1O.CO.O.O.O.O.O.O.O.O.O.O